{"formula": "C42H114N6O12", "method": "the ωB97M-V functional and the def2-TZVPD basis", "species": ["C", "O", "C", "C", "C", "N", "H", "H", "H", "H", "H", "H", "H", "H", "H", "H", "H", "C", "O", "C", "C", "C", "N", "H", "H", "H", "H", "H", "H", "H", "H", "H", "H", "H", "C", "O", "C", "C", "C", "N", "H", "H", "H", "H", "H", "H", "H", "H", "H", "H", "H", "C", "O", "C", "C", "C", "N", "H", "H", "H", "H", "H", "H", "H", "H", "H", "H", "H", "C", "O", "C", "C", "C", "N", "H", "H", "H", "H", "H", "H", "H", "H", "H", "H", "H", "C", "O", "C", "C", "C", "N", "H", "H", "H", "H", "H", "H", "H", "H", "H", "H", "H", "C", "C", "C", "O", "H", "H", "H", "H", "H", "H", "H", "H", "C", "C", "C", "O", "H", "H", "H", "H", "H", "H", "H", "H", "C", "C", "C", "O", "H", "H", "H", "H", "H", "H", "H", "H", "C", "C", "C", "O", "H", "H", "H", "H", "H", "H", "H", "H", "C", "C", "C", "O", "H", "H", "H", "H", "H", "H", "H", "H", "C", "C", "C", "O", "H", "H", "H", "H", "H", "H", "H", "H"], "xyz": [[0.94057, -1.67889, -4.18385], [0.63317, -0.30345, -4.06963], [1.36977, 0.51900, -4.96113], [0.77257, 1.88388, -5.03419], [-0.69920, 1.90058, -5.49533], [1.67028, 2.72180, -5.92273], [1.94442, -1.93480, -3.80764], [0.76191, -2.04112, -5.19644], [0.22327, -2.24383, -3.52364], [2.37930, 0.60863, -4.64919], [1.35887, 0.03193, -5.96375], [0.68947, 2.29224, -4.02295], [-0.77652, 1.74172, -6.60597], [-1.09023, 2.91383, -5.29808], [-1.23236, 1.14506, -4.90543], [1.50803, 2.49742, -6.90768], [1.55472, 3.70693, -5.66812], [-1.77429, 5.17488, -2.82621], [-2.44497, 4.06533, -2.24196], [-3.60840, 4.47807, -1.49585], [-4.80533, 4.84241, -2.39436], [-6.07963, 5.09310, -1.55965], [-5.06680, 3.81377, -3.42910], [-0.85360, 4.76131, -3.22542], [-1.57132, 5.90304, -1.98973], [-2.32176, 5.60476, -3.60669], [-3.85640, 3.60011, -0.88578], [-3.33097, 5.30842, -0.81712], [-4.58213, 5.75706, -2.95128], [-5.93365, 6.09715, -1.11179], [-6.18318, 4.41571, -0.69969], [-6.96144, 5.13076, -2.22609], [-5.80885, 3.22750, -3.02220], [-4.34617, 3.17034, -3.80933], [-0.07532, -1.32790, 1.42212], [0.30666, -0.14468, 0.74909], [-0.11525, -0.04694, -0.59375], [-0.64763, 1.30045, -0.89344], [-1.54357, 1.86070, 0.26919], [-1.37019, 1.18470, -2.15739], [-1.16537, -1.37222, 1.56898], [0.43503, -1.17211, 2.39356], [0.25926, -2.22704, 0.96428], [0.71413, -0.33662, -1.33945], [-0.81649, -0.80864, -0.86642], [0.22382, 1.94265, -1.07320], [-0.94232, 1.99357, 1.13216], [-2.29300, 1.10532, 0.49493], [-2.06944, 2.73866, 0.07707], [-1.87242, 2.04347, -2.31664], [-0.66686, 1.08025, -2.88959], [2.04725, 5.25588, 1.12787], [2.72927, 4.17490, 1.77655], [1.88325, 3.16056, 2.25292], [2.78837, 2.14998, 3.12870], [4.00374, 1.62921, 2.38863], [1.94919, 1.12104, 3.66904], [1.41649, 5.69039, 1.88972], [1.45760, 4.87667, 0.28212], [2.79366, 5.98841, 0.75387], [1.07448, 3.56934, 2.92344], [1.49377, 2.42221, 1.51943], [3.12828, 2.74820, 3.97656], [3.73137, 1.09351, 1.46121], [4.59930, 0.93174, 2.97118], [4.57469, 2.49684, 1.99110], [2.45734, 0.57778, 4.38545], [1.58173, 0.48591, 2.96443], [4.23552, -1.16250, -1.49436], [3.57826, -0.22964, -2.35149], [3.06967, 1.00125, -1.78294], [4.04813, 2.14533, -2.00294], [3.40271, 3.35878, -1.32253], [4.26786, 2.45412, -3.44693], [4.42706, -0.84557, -0.44060], [5.22122, -1.41428, -1.97806], [3.63544, -2.02387, -1.44178], [2.13468, 1.20218, -2.36870], [2.86224, 0.72508, -0.74914], [5.05000, 1.88870, -1.58329], [2.37149, 3.46626, -1.82938], [4.07298, 4.27239, -1.46084], [3.27399, 3.15013, -0.24028], [4.75681, 1.57981, -3.83218], [3.40350, 2.70547, -3.91054], [4.64681, -7.41766, -4.13740], [4.25357, -7.01231, -2.83001], [3.17681, -6.11551, -2.74531], [2.99631, -5.59322, -1.32534], [1.76744, -4.70004, -1.29488], [4.13407, -4.98335, -0.68478], [5.73384, -7.59046, -4.16217], [4.45112, -6.55675, -4.81708], [4.16243, -8.31627, -4.43488], [3.23881, -5.26337, -3.40758], [2.23661, -6.63147, -2.99973], [2.70392, -6.56426, -0.78522], [0.92595, -5.11604, -1.85203], [2.00980, -3.70996, -1.66531], [1.54958, -4.53571, -0.23598], [4.99135, -5.61552, -0.79048], [4.26683, -4.00125, -0.90777], [-3.49662, -1.04970, -4.17869], [-4.29865, -0.08002, -3.29970], [-5.75162, -0.38286, -3.18675], [-3.68346, -0.07105, -2.03893], [-3.41662, -1.94627, -3.60501], [-2.52482, -0.64508, -4.43558], [-4.09434, -1.17879, -5.07065], [-4.16431, 0.95174, -3.79070], [-6.37279, 0.40337, -2.76806], [-6.11450, -1.22622, -2.63392], [-6.10062, -0.51425, -4.20840], [-2.77275, 0.24759, -2.08332], [4.29734, -0.67573, 6.35059], [4.98595, -0.45221, 5.02418], [6.35056, -1.08231, 5.03105], [4.16139, -0.93028, 3.91055], [4.15409, -1.70961, 6.63490], [3.31246, -0.18574, 6.32328], [4.85745, -0.15216, 7.12661], [5.08133, 0.59687, 4.78088], [6.99964, -0.49471, 5.76745], [6.84987, -0.94661, 4.06777], [6.27856, -2.10103, 5.31717], [3.97686, -1.87707, 4.05641], [2.48866, -3.73758, 3.09666], [3.44718, -4.62404, 3.85941], [4.09747, -5.59932, 2.93074], [4.42606, -3.79224, 4.50262], [2.90664, -3.33292, 2.15740], [2.10461, -2.83799, 3.58366], [1.48986, -4.22251, 2.93383], [2.89627, -5.15024, 4.66113], [4.82015, -6.15224, 3.46377], [4.63274, -5.08884, 2.10795], [3.40003, -6.27053, 2.40045], [4.86214, -4.39083, 5.10951], [-2.01899, 0.58429, 4.06065], [-1.77441, 1.93159, 4.79455], [-2.70014, 2.10320, 5.98125], [-0.45653, 2.04685, 5.28590], [-3.08622, 0.47201, 3.77996], [-1.74870, -0.15270, 4.83163], [-1.40723, 0.50157, 3.15928], [-2.00205, 2.74759, 4.10874], [-2.34919, 1.47204, 6.78368], [-3.66369, 1.60793, 5.72532], [-3.02454, 3.15050, 6.34163], [0.16560, 1.82813, 4.60330], [-4.51861, -2.73888, 1.69274], [-3.98328, -3.04970, 0.25402], [-5.15510, -3.31349, -0.76788], [-2.99167, -2.14109, -0.13717], [-3.78989, -2.34950, 2.43379], [-4.98346, -3.64761, 2.07723], [-5.39747, -2.06995, 1.57867], [-3.46102, -3.98599, 0.39215], [-5.61757, -2.36230, -0.93798], [-5.89737, -3.83842, -0.15272], [-4.87014, -3.81221, -1.66709], [-3.37801, -1.47832, -0.72750], [-4.86782, 1.51571, 1.52987], [-5.51136, 0.72061, 2.67630], [-6.04435, 1.65475, 3.80501], [-6.61445, 0.09852, 2.11334], [-3.90201, 1.95120, 1.82233], [-5.61729, 2.25022, 1.17245], [-4.68239, 0.79504, 0.74238], [-4.79302, -0.07876, 3.10667], [-6.79235, 1.16197, 4.45966], [-6.47409, 2.60031, 3.32452], [-5.21269, 1.93875, 4.42848], [-7.07142, -0.35377, 2.84281]], "homo_lumo_gap_ev": 9.39, "fmax_ha_per_bohr": 0.0583, "charge": 0, "smiles": "COC[C@H](C)N.COC[C@H](C)N.COC[C@H](C)N.COC[C@H](C)N.COC[C@H](C)N.COC[C@H](C)N.CC(C)O.CC(C)O.CC(C)O.CC(C)O.CC(C)O.CC(C)O", "relative_energy_kcal_mol": 55.34, "e_tot_ha": -2899.82201}

---

{"formula": "C42H117N9O15", "method": "the ωB97M-V functional and the def2-TZVPD basis", "species": ["C", "C", "C", "O", "C", "N", "H", "H", "H", "H", "H", "H", "H", "H", "H", "H", "H", "C", "C", "C", "O", "C", "N", "H", "H", "H", "H", "H", "H", "H", "H", "H", "H", "H", "C", "C", "C", "O", "C", "N", "H", "H", "H", "H", "H", "H", "H", "H", "H", "H", "H", "C", "C", "C", "O", "C", "N", "H", "H", "H", "H", "H", "H", "H", "H", "H", "H", "H", "C", "C", "C", "O", "C", "N", "H", "H", "H", "H", "H", "H", "H", "H", "H", "H", "H", "C", "C", "C", "O", "C", "N", "H", "H", "H", "H", "H", "H", "H", "H", "H", "H", "H", "C", "C", "C", "O", "C", "N", "H", "H", "H", "H", "H", "H", "H", "H", "H", "H", "H", "C", "C", "C", "O", "C", "N", "H", "H", "H", "H", "H", "H", "H", "H", "H", "H", "H", "C", "C", "C", "O", "C", "N", "H", "H", "H", "H", "H", "H", "H", "H", "H", "H", "H", "C", "C", "O", "O", "H", "H", "H", "H", "H", "H", "C", "C", "O", "O", "H", "H", "H", "H", "H", "H", "C", "C", "O", "O", "H", "H", "H", "H", "H", "H"], "xyz": [[4.99812, 1.74706, -4.94512], [3.55537, 2.19278, -4.63720], [3.60561, 2.67143, -3.15441], [4.11796, 1.85281, -2.14889], [3.26816, 0.72441, -1.86839], [3.12927, 3.20836, -5.58503], [5.19190, 1.25709, -5.89930], [5.21510, 1.03418, -4.14961], [5.80809, 2.47638, -4.95644], [2.90121, 1.32931, -4.75806], [2.69500, 3.15137, -2.79587], [4.26614, 3.52751, -3.01682], [2.28740, 1.03025, -1.50415], [3.68466, 0.25656, -0.97634], [3.20549, 0.02114, -2.69880], [3.69047, 3.16929, -6.42385], [2.18688, 3.20472, -5.94833], [0.97419, -8.51924, -0.54491], [-0.03363, -7.44369, -0.21117], [0.39515, -6.03925, -0.15805], [-0.65960, -5.01901, -0.07790], [-1.56908, -5.23663, 0.99749], [-0.96817, -7.40568, -1.26515], [1.57723, -8.59423, 0.35997], [1.66567, -8.29787, -1.35790], [0.49495, -9.47575, -0.75351], [-0.44309, -7.77466, 0.74323], [1.00294, -5.79145, -1.02827], [1.09560, -5.85382, 0.65625], [-2.18694, -4.33873, 0.98597], [-1.16327, -5.15736, 2.00602], [-2.22419, -6.08383, 0.79456], [-1.35422, -8.33830, -1.30114], [-1.65906, -6.66906, -1.25197], [3.33221, 3.90445, 3.81183], [2.34209, 2.82228, 4.28867], [3.09211, 1.80977, 5.16198], [2.26171, 0.80575, 5.76740], [1.68831, -0.13046, 4.91032], [1.39052, 3.53630, 5.00121], [4.10156, 3.42092, 3.20983], [3.93883, 4.33322, 4.60950], [2.89048, 4.73085, 3.25501], [1.70383, 2.44133, 3.49142], [3.56557, 2.29274, 6.01678], [3.90313, 1.37808, 4.57549], [1.13881, -0.85156, 5.51543], [2.53834, -0.66157, 4.48197], [0.95178, 0.39755, 4.30467], [0.88109, 2.81284, 5.48823], [1.63686, 4.24372, 5.67869], [-1.66653, -3.00411, 5.92290], [-3.07092, -3.60419, 5.96316], [-3.47109, -4.23921, 4.64472], [-3.43192, -3.48857, 3.47018], [-4.15861, -2.27874, 3.42259], [-3.15587, -4.64887, 6.92136], [-1.38165, -2.48212, 6.83638], [-1.64144, -2.18560, 5.20352], [-0.92123, -3.79557, 5.84410], [-3.81201, -2.87075, 6.28089], [-4.45975, -4.67364, 4.79276], [-2.91009, -5.12410, 4.34415], [-5.14919, -2.28514, 2.96784], [-3.41819, -1.72732, 2.84308], [-4.20552, -1.73291, 4.36492], [-2.59469, -4.36226, 7.71068], [-2.40677, -5.28486, 6.68799], [1.91447, 6.19533, -0.53816], [3.34910, 5.74106, -0.82787], [4.33619, 6.89318, -0.79232], [5.61749, 6.42912, -1.17984], [6.64641, 7.39464, -1.38707], [3.68045, 4.70417, 0.06645], [1.11429, 5.48397, -0.33379], [1.74830, 6.89739, -1.35523], [1.89227, 6.80685, 0.36386], [3.45777, 5.36979, -1.84691], [4.36743, 7.41284, 0.16532], [4.02722, 7.63948, -1.52421], [6.80252, 7.95806, -0.46713], [6.32760, 8.01741, -2.22291], [7.54425, 6.89106, -1.74538], [4.64077, 4.53255, -0.19515], [3.17061, 3.90793, -0.28875], [-0.79415, 2.20944, -1.55182], [-1.05146, 1.92740, -0.03076], [-0.08890, 0.93644, 0.60215], [-0.24199, -0.46079, 0.18942], [-1.35277, -1.06523, 0.87796], [-1.03371, 3.19718, 0.67626], [-0.61554, 1.23463, -2.00563], [0.15001, 2.73254, -1.70362], [-1.69129, 2.69837, -1.93154], [-2.01475, 1.42984, 0.08149], [-0.18867, 0.92447, 1.68750], [0.95900, 1.15275, 0.39429], [-1.35668, -2.12290, 0.61447], [-2.37667, -0.75865, 0.66409], [-1.07960, -1.11064, 1.93220], [-1.19360, 3.06532, 1.66477], [-0.18856, 3.74981, 0.65591], [2.49558, -2.55748, -0.76674], [2.54073, -2.77690, 0.73300], [3.04136, -1.54298, 1.57085], [4.44293, -1.48785, 1.23161], [5.22976, -0.63604, 2.00976], [1.15717, -3.24128, 1.03433], [2.07551, -3.43903, -1.25100], [3.43817, -2.17489, -1.15821], [1.79807, -1.76090, -1.02569], [3.19374, -3.60314, 1.01406], [3.10700, -1.73565, 2.64168], [2.47072, -0.67260, 1.24699], [4.83336, 0.35966, 1.81089], [6.29497, -0.69172, 1.78543], [5.22570, -0.85833, 3.07684], [0.43462, -2.61668, 0.70587], [0.86481, -4.03828, 0.48713], [-5.37250, -2.18967, -2.25483], [-5.32233, -0.69710, -2.51767], [-4.83052, -0.25540, -3.93581], [-4.67426, 1.20278, -3.90937], [-3.67878, 1.72381, -3.03887], [-6.61126, -0.12907, -2.07018], [-5.70507, -2.93475, -2.97757], [-6.05249, -2.33325, -1.41513], [-4.44137, -2.57398, -1.83840], [-4.55070, -0.22416, -1.91021], [-5.60129, -0.13064, -4.69637], [-3.88763, -0.71542, -4.23154], [-3.06633, 0.94680, -2.58143], [-4.16675, 2.38403, -2.32187], [-3.01935, 2.41218, -3.56747], [-6.66267, 0.84717, -2.32399], [-7.31484, -0.63976, -2.58425], [-0.82642, -2.01228, -3.17982], [-1.29603, -3.46120, -3.37150], [-0.16431, -4.47874, -3.64512], [-0.59389, -5.73047, -4.11071], [0.54930, -6.54344, -4.31594], [-2.01146, -4.00656, -2.22448], [-1.66995, -1.32241, -3.15480], [-0.11019, -1.68675, -3.93424], [-0.31398, -1.92775, -2.22151], [-2.09787, -3.53472, -4.10618], [0.48854, -4.55322, -2.77545], [0.42553, -4.00798, -4.43161], [1.18157, -6.11401, -5.09307], [0.15865, -7.41763, -4.83679], [1.11507, -7.02914, -3.52090], [-1.47748, -3.91017, -1.37261], [-2.01525, -5.01650, -2.21436], [-0.46858, 3.47016, -4.71644], [-0.51744, 3.54785, -6.27522], [0.61597, 3.03585, -6.81400], [0.41824, 4.36539, -4.06061], [-0.26018, 2.55595, -4.16067], [-1.46239, 3.81472, -4.43057], [-0.64625, 4.58826, -6.57364], [-1.29267, 2.87656, -6.64464], [0.52870, 3.02993, -7.77000], [1.20297, 4.34981, -4.61337], [-4.39718, 3.61766, 1.31869], [-4.27218, 2.05158, 1.42991], [-5.11187, 1.55575, 2.54703], [-3.91909, 4.05519, 0.14469], [-3.81474, 4.17749, 2.05043], [-5.47543, 3.77532, 1.29415], [-3.25966, 1.78685, 1.73458], [-4.69682, 1.48594, 0.60055], [-5.86299, 1.08434, 2.17934], [-2.99060, 3.81432, 0.18336], [-2.03436, 2.96186, 4.36274], [-1.82074, 1.59348, 4.96887], [-1.90837, 0.47454, 4.09305], [-1.05486, 3.37742, 3.45742], [-2.16714, 3.77817, 5.07275], [-2.94212, 2.89794, 3.76276], [-2.37586, 1.46076, 5.89748], [-0.76390, 1.55872, 5.23342], [-2.76743, 0.59366, 3.68143], [-0.24121, 3.46966, 3.95847]], "homo_lumo_gap_ev": [8.37, 2.80], "fmax_ha_per_bohr": 0.0796, "multiplicity": 2, "charge": 1, "s2": 0.754, "relative_energy_kcal_mol": 17.29, "e_tot_ha": -3291.08044}